1.
Formula: C60H140N15O15
Source: the Open Molecules 2025 dataset
Level of theory: wB97M-V/def2-TZVPD

Each line ends with the Löwdin charge.
Geometry (Å):
C  13.8113  -5.3010  35.5059  -0.09
O  13.1085  -5.3773  34.3041  -0.21
C  13.6350  -4.5912  33.2216  -0.17
C  13.0904  -3.1587  33.1401  -0.06
N  11.6123  -3.3485  33.3641  0.04
H  11.1986  -4.0121  32.6924  0.12
H  11.5426  -3.8911  34.2240  0.15
C  10.7519  -2.1138  33.5571  -0.07
C  9.2978  -2.4205  33.8086  -0.22
O  9.1167  -3.2487  34.9333  -0.18
C  8.9765  -2.5208  36.1322  -0.08
H  13.9394  -6.2585  35.9380  0.08
H  13.2538  -4.6154  36.1811  0.11
H  14.8513  -4.9958  35.4834  0.10
H  13.3003  -5.0825  32.3329  0.09
H  14.7323  -4.5769  33.2347  0.14
H  13.1596  -2.8048  32.0859  0.14
H  13.4273  -2.2792  33.7189  0.15
H  10.9369  -1.5877  32.5926  0.16
H  11.1595  -1.5787  34.3905  0.13
H  8.9179  -3.0270  32.9958  0.11
H  8.8040  -1.4761  33.7254  0.13
H  9.1542  -3.2713  36.8955  0.09
H  8.0079  -2.0842  36.3299  0.10
H  9.8162  -1.8513  36.2748  0.09
C  13.2059  -12.5553  29.8585  -0.07
O  12.4856  -12.4342  31.0875  -0.21
C  13.2939  -12.8645  32.1385  -0.23
C  12.4337  -13.1810  33.3457  -0.07
N  11.7806  -11.9741  33.9570  0.09
H  11.2170  -12.2833  34.7393  0.19
H  12.5224  -11.3915  34.3126  0.17
C  10.9762  -11.1410  33.0161  -0.10
C  10.2485  -10.0627  33.7487  -0.24
O  11.1060  -9.4519  34.6417  -0.18
C  11.2459  -8.0390  34.5707  -0.07
H  14.1752  -12.0384  29.8657  0.09
H  12.6617  -12.0594  29.0363  0.09
H  13.3551  -13.5900  29.5770  0.10
H  14.0563  -12.1043  32.3615  0.14
H  13.8490  -13.7954  31.9034  0.16
H  12.9742  -13.8042  34.0635  0.16
H  11.6970  -13.9082  33.0513  0.14
H  10.2704  -11.8277  32.5410  0.15
H  11.7238  -10.6940  32.4006  0.13
H  9.3601  -10.4672  34.2545  0.14
H  9.9442  -9.4040  32.9019  0.15
H  11.6174  -7.6961  33.5739  0.09
H  11.9788  -7.7187  35.3189  0.09
H  10.2870  -7.5255  34.7165  0.10
C  1.5258  -6.0098  29.0173  -0.06
O  2.3374  -5.2621  29.9459  -0.22
C  1.8127  -3.9662  30.1694  -0.19
C  0.8020  -3.9753  31.3405  -0.08
N  1.4813  -4.5778  32.5013  0.06
H  0.7991  -4.9745  33.1093  0.18
H  2.1262  -5.2466  32.0936  0.15
C  2.2087  -3.4947  33.3102  -0.04
C  3.3223  -4.2626  34.0215  -0.25
O  4.1325  -4.9863  33.2047  -0.16
C  5.2140  -4.2265  32.7656  -0.08
H  1.6944  -5.6047  28.0050  0.10
H  0.4823  -5.9983  29.2994  0.09
H  1.8573  -7.0864  28.9524  0.10
H  1.3228  -3.6644  29.2557  0.13
H  2.6801  -3.3364  30.3836  0.12
H  -0.0199  -4.6201  30.9951  0.14
H  0.3877  -3.0148  31.5947  0.15
H  1.4345  -3.0246  33.9592  0.17
H  2.5200  -2.7736  32.5474  0.13
H  2.8725  -4.9676  34.7498  0.15
H  3.8312  -3.5193  34.6356  0.14
H  4.8387  -3.4061  32.1457  0.09
H  5.8460  -4.8016  32.1431  0.08
H  5.8383  -3.8434  33.5676  0.10
C  2.0772  -3.0591  24.5358  -0.07
O  2.5116  -2.2088  25.6025  -0.21
C  1.6636  -1.0450  25.7628  -0.14
C  2.4160  0.1374  25.1250  -0.07
N  3.7577  0.1998  25.8004  0.07
H  3.9823  -0.7920  25.9072  0.14
H  4.4682  0.6429  25.2268  0.18
C  3.7991  0.9562  27.1478  -0.04
C  5.0679  0.5198  27.8706  -0.15
O  4.9968  -0.9056  28.1430  -0.20
C  5.7865  -1.3793  29.1783  -0.14
H  1.9663  -2.5557  23.5835  0.10
H  1.1928  -3.6421  24.7833  0.10
H  2.8584  -3.7867  24.3261  0.07
H  1.6006  -0.7549  26.8019  0.12
H  0.7771  -1.1585  25.2040  0.13
H  1.7411  0.9882  25.2172  0.16
H  2.6305  0.0317  24.0920  0.13
H  2.9070  0.6114  27.6566  0.13
H  3.8762  2.0233  26.9067  0.16
H  5.0148  1.0679  28.8098  0.14
H  5.9807  0.6764  27.3195  0.13
H  6.8551  -1.1366  29.0951  0.10
H  5.6943  -2.4963  29.2341  0.08
H  5.4236  -1.0333  30.1581  0.09
C  9.6656  -9.4768  25.7945  -0.05
O  9.0345  -8.2731  26.2729  -0.21
C  9.8429  -7.1000  26.4146  -0.19
C  8.9534  -5.9651  26.8132  -0.11
N  8.0587  -6.3244  27.9091  0.05
H  7.8933  -7.3274  27.8270  0.16
H  8.5905  -6.2154  28.7749  0.08
C  6.7019  -5.6783  28.1174  -0.06
C  5.7464  -5.9099  26.9781  -0.27
O  5.9177  -5.0002  25.9569  -0.17
C  5.3597  -5.5475  24.7649  -0.07
H  8.9746  -10.2778  26.0208  0.06
H  10.5232  -9.7211  26.4215  0.09
H  9.8922  -9.3908  24.7138  0.12
H  10.2725  -6.8524  25.4412  0.15
H  10.6007  -7.1589  27.1848  0.12
H  8.2734  -5.7731  25.9665  0.14
H  9.5257  -5.0574  27.0367  0.16
H  6.8244  -4.5980  28.2374  0.14
H  6.2631  -6.2168  28.9680  0.14
H  4.7576  -5.8123  27.3800  0.12
H  5.8708  -6.9399  26.6115  0.14
H  4.3158  -5.8142  24.8560  0.09
H  5.9467  -6.4382  24.5362  0.09
H  5.5386  -4.8017  23.9821  0.11
C  18.2530  5.2766  33.1131  -0.01
O  17.6567  4.3588  32.1269  -0.23
C  18.3417  4.2730  30.8989  -0.20
C  17.5196  3.2090  30.1998  -0.06
N  17.5296  2.0368  31.1878  0.04
H  18.0195  2.3865  32.0669  0.19
H  16.5738  1.9167  31.5652  0.18
C  18.0536  0.6916  30.8580  -0.10
C  17.2436  -0.0900  29.8183  -0.21
O  16.0588  -0.6130  30.4288  -0.20
C  15.2110  -1.0550  29.3503  -0.08
H  18.8430  4.7169  33.8387  0.10
H  17.4339  5.7973  33.6158  0.10
H  18.8457  6.0571  32.7106  0.09
H  19.3664  3.9266  31.1034  0.15
H  18.2971  5.1900  30.3369  0.14
H  17.9666  2.8192  29.2701  0.14
H  16.4558  3.5097  30.0528  0.15
H  18.0940  0.0369  31.7340  0.14
H  19.0826  0.7658  30.5488  0.14
H  17.8845  -0.9206  29.4999  0.14
H  16.9629  0.5601  28.9495  0.14
H  14.8424  -0.1918  28.8292  0.09
H  14.3711  -1.5658  29.7624  0.06
H  15.8716  -1.6364  28.7335  0.08
C  8.7019  -13.6056  28.5872  -0.06
C  9.3720  -14.5417  27.5501  -0.17
N  8.7802  -14.5766  26.2561  -0.06
C  8.1702  -13.4775  25.6855  0.00
C  7.9716  -13.8178  24.3500  0.03
N  8.4313  -15.1194  24.1550  -0.10
C  8.8839  -15.5848  25.3218  0.05
C  8.3512  -15.9836  23.0296  0.03
H  7.7121  -14.0215  28.7093  0.08
H  8.6389  -12.5560  28.2417  0.06
H  9.2376  -13.6691  29.5211  0.07
H  9.2862  -15.4628  28.0567  0.12
H  10.3932  -14.2582  27.4063  0.13
H  7.9133  -12.5880  26.2499  0.11
H  7.5109  -13.2128  23.5574  0.15
H  9.4534  -16.5108  25.3632  0.19
H  9.2920  -16.4983  22.9197  0.12
H  8.2058  -15.3539  22.1530  0.12
H  7.4995  -16.6421  23.1905  0.13
C  5.1357  -10.1903  31.2519  -0.07
C  3.6587  -10.2429  31.5772  -0.16
N  2.9776  -11.5233  31.2112  -0.04
C  2.7822  -12.0666  29.9374  0.02
C  1.9524  -13.1558  30.1365  0.05
N  1.7396  -13.2934  31.5166  -0.07
C  2.3145  -12.2840  32.1014  -0.03
C  0.9056  -14.3177  32.1809  0.07
H  5.4683  -9.2157  31.5668  0.07
H  5.1649  -10.3636  30.1875  0.06
H  5.7526  -10.9686  31.6897  0.08
H  3.1511  -9.4797  30.9743  0.12
H  3.5365  -10.0098  32.6461  0.13
H  3.2866  -11.6871  29.0716  0.13
H  1.5660  -13.8470  29.4496  0.13
H  2.2989  -12.1283  33.1410  0.16
H  1.1666  -14.3334  33.2285  0.11
H  1.1280  -15.2745  31.7504  0.11
H  -0.1511  -14.0659  31.9955  0.13
C  6.9406  -7.3877  38.1206  -0.04
C  6.9782  -7.3389  39.6799  -0.16
N  6.1566  -8.3128  40.2760  -0.08
C  4.9278  -8.0883  40.8080  0.02
C  4.4863  -9.2915  41.3256  0.03
N  5.3987  -10.2419  40.9861  -0.09
C  6.4459  -9.6271  40.4280  0.01
C  5.2678  -11.6659  41.2428  0.04
H  7.8792  -6.9285  37.7829  0.08
H  6.0627  -6.8936  37.7809  0.06
H  7.0066  -8.3866  37.7274  0.06
H  6.5899  -6.4276  40.0993  0.13
H  7.9991  -7.4073  40.0465  0.14
H  4.4984  -7.1298  40.9876  0.14
H  3.6932  -9.5552  42.0279  0.16
H  7.3164  -10.0942  40.0439  0.16
H  4.7265  -11.7536  42.1664  0.11
H  6.2750  -12.0588  41.3816  0.11
H  4.7407  -12.2314  40.4584  0.12
C  18.4436  -10.2690  31.0380  -0.04
C  18.5025  -8.8593  30.3925  -0.13
N  17.1851  -8.2459  30.2042  -0.03
C  16.1200  -8.2852  31.0186  -0.02
C  15.0654  -7.6110  30.4377  0.00
N  15.5554  -7.0753  29.2578  -0.09
C  16.8408  -7.4732  29.1776  0.01
C  14.7720  -6.2674  28.3628  0.01
H  17.8004  -10.9049  30.4164  0.08
H  17.9545  -10.2242  32.0394  0.09
H  19.3875  -10.7020  30.9804  0.07
H  18.9964  -8.9947  29.4078  0.15
H  19.0758  -8.2506  31.0753  0.13
H  16.1176  -8.7610  31.9769  0.13
H  14.1234  -7.3308  30.8549  0.12
H  17.5012  -7.0484  28.4163  0.19
H  15.4510  -5.6691  27.7727  0.10
H  14.0901  -5.5886  28.9172  0.11
H  14.2195  -6.8863  27.6734  0.10
N  10.1011  -5.4717  30.7630  -0.53
O  9.5386  -4.4177  30.4829  0.00
O  11.1058  -5.6409  31.5763  -0.07
O  9.7268  -6.4522  30.0391  -0.08

## Properties
Charge: +9
Highest occupied orbital energy: -21.38 eV
2S+1: 1
Kohn-Sham gap: 7.39 eV

2.
Formula: C35H36F6N3
Source: the Open Molecules 2025 dataset
Level of theory: wB97M-V/def2-TZVPD

Each line ends with the Löwdin charge.
Geometry (Å):
C  -1.4655  -1.1104  -4.1391  -0.10
N  -0.9595  -2.3389  -3.5686  -0.26
C  0.2650  -2.8273  -4.1599  -0.20
C  0.3986  -4.3301  -4.4406  -0.17
C  -0.3575  -5.2147  -3.4572  -0.20
C  -1.7926  -4.7306  -3.2485  -0.17
C  -1.9338  -3.2281  -2.9804  -0.20
H  -2.4935  -0.9117  -3.8019  0.09
H  -0.8332  -0.2692  -3.8177  0.07
H  -1.4439  -1.1337  -5.2482  0.10
H  0.4444  -2.2679  -5.0939  0.12
H  1.0829  -2.5484  -3.4741  0.09
H  0.0450  -4.5241  -5.4613  0.12
H  1.4654  -4.5744  -4.4140  0.11
H  -0.3841  -6.2373  -3.8514  0.11
H  0.1686  -5.2369  -2.4928  0.12
H  -2.3909  -4.9787  -4.1352  0.12
H  -2.2394  -5.2548  -2.3988  0.11
H  -1.9074  -3.0498  -1.8898  0.11
H  -2.9248  -2.8864  -3.3146  0.11
F  -3.2789  -2.8275  5.7464  0.14
C  -3.6317  -2.0470  4.6922  -0.53
F  -3.0646  -2.5965  3.5679  0.12
F  -4.9941  -2.1690  4.5182  0.11
C  -3.2696  -0.5953  4.8396  -0.02
N  -3.6534  0.1146  3.6165  -0.04
C  -4.6954  1.0638  3.7406  -0.25
C  -4.4552  2.2564  4.4480  -0.01
C  -5.5246  3.0879  4.7664  -0.07
C  -6.8313  2.7012  4.4413  -0.07
C  -7.0653  1.5264  3.7187  -0.06
C  -5.9943  0.7283  3.3257  -0.02
C  -2.8827  0.0104  2.4897  -0.19
C  -3.4096  0.3871  1.2333  0.02
C  -2.6838  0.1622  0.0754  0.01
C  -1.3370  -0.3032  0.1457  -0.22
C  -0.4651  -0.4342  -0.9920  0.11
C  0.8037  0.1971  -1.0380  -0.18
C  1.7512  -0.1416  -2.0484  0.03
C  3.0294  0.3617  -2.0368  0.01
C  3.4152  1.3173  -1.0636  -0.16
N  4.6857  1.8078  -1.0249  -0.01
C  5.7427  1.2001  -1.8365  -0.01
C  6.2626  -0.0217  -1.1354  -0.52
F  7.3358  -0.5938  -1.7459  0.14
F  6.6416  0.2980  0.1529  0.12
F  5.2770  -0.9777  -1.0237  0.12
C  5.0315  2.9964  -0.3400  -0.25
C  5.2851  2.9729  1.0418  -0.02
C  6.0332  3.9991  1.6143  -0.06
C  6.4342  5.0913  0.8393  -0.06
C  6.0399  5.1866  -0.5007  -0.06
C  5.3542  4.1359  -1.0973  -0.01
C  2.4616  1.7553  -0.1142  0.03
C  1.1948  1.2136  -0.1019  0.03
C  -0.8099  -0.6125  1.4318  -0.02
C  -1.5627  -0.4812  2.5721  -0.01
H  -3.8668  -0.1925  5.6603  0.16
H  -2.1982  -0.5009  5.0359  0.13
H  -3.4262  2.5050  4.7243  0.12
H  -5.3342  4.0362  5.2720  0.11
H  -7.6729  3.3254  4.7433  0.11
H  -8.0778  1.2227  3.4520  0.11
H  -6.1315  -0.1822  2.7400  0.12
H  -4.4076  0.8283  1.1991  0.12
H  -3.1174  0.3883  -0.9016  0.12
H  -0.7421  -1.1042  -1.8011  0.09
H  1.4536  -0.8411  -2.8302  0.10
H  3.7504  0.0240  -2.7785  0.11
H  5.3732  0.9285  -2.8289  0.14
H  6.5657  1.9130  -1.8942  0.16
H  4.9260  2.1242  1.6264  0.13
H  6.3000  3.9373  2.6696  0.11
H  7.0507  5.8718  1.2872  0.11
H  6.2705  6.0744  -1.0901  0.11
H  5.0578  4.1649  -2.1484  0.13
H  2.7454  2.5112  0.6192  0.12
H  0.4862  1.5580  0.6480  0.13
H  0.2159  -0.9736  1.5266  0.13
H  -1.1343  -0.7352  3.5385  0.11

## Properties
Charge: +1
Highest occupied orbital energy: -10.23 eV
2S+1: 1
Kohn-Sham gap: 5.70 eV